(1)
Formula: C52H59BN7OP2SSbTe2Ti
Source: the Open Molecules 2025 dataset
Level of theory: wB97M-V/def2-TZVPD

Structure (XYZ):
```
127
Properties=species:S:1:pos:R:3
B -2.437 2.764 2.220
H 2.507 -0.090 -2.026
H 1.102 -0.378 -4.101
H 6.441 -3.128 -0.458
H 0.121 2.175 -6.646
S 1.199 5.918 -3.445
C 2.567 2.038 -2.099
P 1.874 -1.302 0.449
H 3.094 -4.345 2.551
C -0.518 -2.427 6.144
H -3.989 3.298 -3.636
H -3.388 -5.127 -0.519
C 1.446 -2.765 -0.596
H -0.963 0.012 -5.968
P -0.229 -1.186 2.215
H -2.479 -1.426 -4.560
C 0.759 -3.625 -2.749
H -1.398 4.171 -4.840
C -4.473 1.953 -0.667
C 2.997 -3.361 4.458
H 0.864 -6.109 -0.455
C 5.854 -2.260 -0.180
O 0.615 0.663 -1.763
C -2.857 -0.894 -5.438
C 4.341 -0.055 0.516
C 1.041 3.441 3.302
H -0.944 -1.237 7.883
C -0.838 -1.246 6.804
C 1.694 0.520 -3.897
H -3.447 3.865 -6.040
H 2.917 -2.788 6.535
C 4.473 -2.371 -0.075
C 6.481 -1.048 0.065
C 3.033 -3.602 5.828
C 1.471 -1.770 2.122
H -3.887 -0.600 -5.213
N -3.132 1.732 3.150
C 2.730 6.617 -3.083
C -1.990 0.322 -5.758
H -4.215 -1.178 3.702
H 3.346 -6.598 3.540
H -1.363 2.998 -7.103
C -0.999 -0.077 6.078
H -2.613 -5.633 1.780
C -3.992 -0.123 3.754
H 1.133 -1.547 -2.330
H -0.040 -3.336 4.273
H 1.179 1.377 -4.336
C -0.574 -1.269 4.016
Sb -1.909 1.672 -4.031
C 0.961 -5.116 -0.880
C 1.338 -4.051 -0.073
N -3.258 0.436 2.804
C 5.718 0.059 0.414
H 6.195 1.014 0.597
H 3.310 7.140 -3.828
H -0.948 4.157 4.040
H 1.785 3.923 3.913
H 2.121 5.379 -0.035
H -4.062 2.299 -6.556
H -5.163 3.496 -5.875
C -0.374 -2.432 4.766
C -3.785 1.989 4.304
C 3.112 -4.468 3.627
C -2.506 -3.169 -0.529
H 3.202 -5.098 7.358
H 3.747 0.815 0.769
H -0.350 -3.340 6.704
H 3.977 6.731 -1.329
C 3.697 -1.270 0.281
H 2.151 2.207 1.791
H -1.289 -4.005 3.026
H -2.848 3.856 2.534
H 2.011 2.875 -2.525
H 0.508 -3.446 -3.788
H -3.796 2.986 4.716
N 0.071 2.181 1.722
C -0.867 -0.091 4.694
H 0.121 3.924 -6.855
C 1.847 0.722 -2.388
H -2.836 -2.928 -1.533
H -2.898 -1.611 -6.265
H 1.491 -4.186 0.991
H -4.949 0.657 5.625
C -2.376 -4.678 1.325
H -4.635 3.624 0.811
H -1.551 -1.272 -0.267
C -3.886 2.518 -4.395
H 3.997 -3.322 -0.275
C -4.112 2.802 0.352
N -2.884 2.460 0.788
C -3.384 1.082 -0.787
C 0.680 -4.907 -2.224
H -5.372 1.975 -1.259
H 2.615 2.200 -1.019
H -1.231 0.854 6.580
C 3.183 -4.902 6.290
H 0.090 3.399 -4.409
C -2.813 -4.395 0.037
C -0.468 3.080 -6.481
C 1.131 -2.560 -1.939
C -4.156 3.072 -5.788
N -0.894 2.800 2.434
H -2.354 0.838 -6.650
C 2.052 5.661 -1.078
C -0.329 3.567 3.384
N 3.292 -5.968 5.498
H 0.372 -5.736 -2.851
C 1.235 2.567 2.231
C 3.052 6.391 -1.779
C -1.767 -2.240 0.192
N -2.439 1.393 0.085
Ti -0.241 0.824 0.007
H 3.586 2.038 -2.498
H -3.223 0.278 -1.487
C -0.810 3.266 -5.008
H 2.667 0.417 -4.387
C 0.962 5.325 -1.840
Te -0.745 4.239 -1.257
C -1.296 -2.513 1.474
H -4.612 1.741 -4.133
H -0.974 0.828 4.137
C -1.623 -3.751 2.031
C 3.253 -5.728 4.184
C -4.359 0.814 4.737
Te 2.769 -1.385 3.667
H 7.558 -0.962 -0.022
```

Values from the calculation:
HOMO-LUMO gap (alpha / beta) in eV: 4.914 / 5.115
Multiplicity: 3
⟨S²⟩: 2.004
Energy above the lowest of the compared OMol25 structures with the same formula, charge and spin in kcal per mole: 28.5
Total charge: -2
Largest force on an atom in eV/Å: 0.83

(2)
Formula: C2H12O3S
Source: the Open Molecules 2025 dataset
Level of theory: wB97M-V/def2-TZVPD

Structure (XYZ):
```
18
Properties=species:S:1:pos:R:3
H -0.227 1.742 -2.201
S 1.522 -0.861 -0.903
H -1.803 -0.071 0.588
C 1.780 -2.605 -0.833
H 1.952 -2.908 -1.855
H 0.352 1.623 -0.520
H -0.558 3.032 -0.963
O -1.510 1.489 1.336
H 0.956 -3.110 -0.373
H -1.996 1.488 2.176
H 0.633 -0.281 1.942
H -1.368 1.497 -0.881
O 0.682 0.684 2.053
H -0.266 1.037 1.749
O -1.659 -0.968 0.224
H -0.750 -0.957 -0.084
H 2.707 -2.810 -0.292
C -0.447 1.979 -1.163
```

Values from the calculation:
HOMO-LUMO gap in eV: 3.756
Multiplicity: 1
Energy above the lowest of the compared OMol25 structures with the same formula, charge and spin in kcal per mole: 158.7
Largest force on an atom in eV/Å: 1.42

(3)
Formula: C5H3N10
Source: the Open Molecules 2025 dataset
Level of theory: wB97M-V/def2-TZVPD

Structure (XYZ):
```
18
Properties=species:S:1:pos:R:3
N -1.594 -2.137 -1.007
N 1.617 -0.167 -2.568
N -0.615 -0.879 -2.601
N -1.434 0.191 2.612
C -1.305 -1.527 0.108
N 1.328 0.997 -0.648
N -1.544 -1.505 -2.161
C -0.625 0.261 1.533
N -0.925 1.035 3.491
H -1.689 -2.042 1.085
H 0.931 1.749 1.190
H 3.038 1.300 -1.752
N 0.056 1.689 3.054
C -0.574 -0.372 0.245
N 0.304 1.233 1.772
C 2.122 0.713 -1.752
N 0.535 -0.616 -1.873
C 0.375 0.078 -0.727
```

Values from the calculation:
HOMO-LUMO gap in eV: 7.729
Multiplicity: 1
Energy above the lowest of the compared OMol25 structures with the same formula, charge and spin in kcal per mole: 24.4
Total charge: -1
Largest force on an atom in eV/Å: 3.50

(4)
Formula: C5H15NO3
Source: the Open Molecules 2025 dataset
Level of theory: wB97M-V/def2-TZVPD

Structure (XYZ):
```
24
Properties=species:S:1:pos:R:3
H 1.176 2.055 -2.559
H 0.635 -1.143 1.481
H -2.745 -1.383 1.364
H -2.491 -1.148 -1.135
H 0.154 3.463 -0.012
N 0.476 -1.177 0.494
C -0.969 -1.113 0.227
H 0.321 -1.240 -2.427
H 1.102 -0.634 -0.052
H -0.428 0.592 2.101
C -1.394 -1.289 -1.037
O 3.371 0.709 1.789
H 3.785 -0.064 1.420
C -1.411 0.124 2.196
H -1.179 -1.243 -3.172
O 0.753 1.226 -2.309
H 2.673 1.045 1.246
H 0.864 0.843 -1.457
O 0.145 2.510 0.063
H -1.928 0.459 3.093
C -1.854 -0.799 1.353
H -0.746 2.231 -0.075
C -0.662 -1.644 -2.283
H -0.618 -2.761 -2.507
```

Values from the calculation:
HOMO-LUMO gap in eV: 8.358
Multiplicity: 1
SMILES string: C=C/C(N)=C/C.O.O.O
Energy above the lowest of the compared OMol25 structures with the same formula, charge and spin in kcal per mole: 63.7
Largest force on an atom in eV/Å: 3.31

(5)
Formula: C2H7N2O2
Source: the Open Molecules 2025 dataset
Level of theory: wB97M-V/def2-TZVPD

Structure (XYZ):
```
13
Properties=species:S:1:pos:R:3
O -0.003 -0.546 3.005
H -0.050 -0.647 -2.515
C -0.566 0.104 -1.718
H -1.901 -1.140 -1.575
C 1.348 0.405 -0.088
H -2.395 0.257 -0.759
H -0.493 -0.804 3.778
H 0.720 -1.078 3.065
N 0.476 -0.179 -0.583
O 2.120 1.258 0.332
H -0.491 1.137 -2.086
H 3.068 1.452 0.496
N -1.832 -0.220 -1.352
```

Values from the calculation:
HOMO-LUMO gap in eV: 10.259
Multiplicity: 1
Energy above the lowest of the compared OMol25 structures with the same formula, charge and spin in kcal per mole: 94.7
Total charge: +1
Largest force on an atom in eV/Å: 4.14

(6)
Formula: C10H14N5
Source: the Open Molecules 2025 dataset
Level of theory: wB97M-V/def2-TZVPD

Structure (XYZ):
```
29
Properties=species:S:1:pos:R:3
H -0.244 -0.741 2.045
H 4.660 1.338 0.315
C 3.629 0.990 0.358
H 0.896 0.984 1.824
H 2.055 -0.932 -1.868
C -0.277 -0.445 -0.160
H 4.317 0.122 -1.291
H 0.208 -1.823 -1.792
N -1.952 2.720 -0.556
N -2.361 0.736 0.212
C 3.421 0.163 -0.732
H -2.603 -0.329 0.568
C 1.148 -0.054 -0.033
H -2.442 -1.785 2.013
C 1.520 0.689 1.084
C -0.841 2.076 -0.474
H -0.119 -2.338 1.171
N -1.067 0.766 -0.114
N 2.738 1.231 1.258
H -4.000 1.963 0.057
C -0.639 -1.221 -1.447
N -2.004 -1.774 1.120
C 2.166 -0.326 -0.994
H -1.078 -0.664 -2.311
C -0.635 -1.362 1.136
H -1.310 -1.898 -1.079
H -2.347 -2.464 0.505
H 0.096 2.454 -0.691
C -2.934 1.921 -0.123
```

Values from the calculation:
HOMO-LUMO gap in eV: 9.724
Multiplicity: 1
SMILES string: C[C@@](CN)(c1cccnc1)[n+]1cnc[nH]1
Energy above the lowest of the compared OMol25 structures with the same formula, charge and spin in kcal per mole: 57.0
Total charge: +1
Largest force on an atom in eV/Å: 3.60

Results for total energy: -5207.0324, -707.0516, -739.8320, -479.9100, -340.0292, -662.9241 (in Eh, following the order of the records).